Entry 1:
{
  "formula": "C58H77N4O2P2SbScSeSi3Te",
  "method": "the ωB97M-V functional and the def2-TZVPD basis",
  "charge": 1,
  "energy_ev": -213541.11828,
  "elements": ["H", "C", "C", "H", "C", "C", "C", "H", "C", "H", "C", "C", "H", "C", "H", "Si", "H", "H", "H", "H", "H", "H", "H", "P", "H", "C", "H", "C", "C", "C", "H", "C", "H", "C", "H", "C", "O", "H", "H", "C", "H", "H", "H", "H", "C", "C", "C", "H", "C", "H", "C", "C", "H", "C", "H", "H", "C", "H", "H", "C", "H", "C", "H", "H", "H", "H", "H", "H", "C", "H", "C", "H", "H", "H", "P", "H", "C", "H", "O", "H", "H", "C", "H", "C", "H", "H", "C", "H", "H", "H", "H", "H", "N", "C", "N", "Sb", "N", "C", "H", "H", "H", "C", "C", "Se", "H", "H", "H", "C", "C", "C", "C", "Si", "Sc", "C", "C", "N", "H", "C", "Te", "C", "H", "C", "C", "H", "H", "H", "C", "C", "H", "C", "Si", "H", "C", "H", "H", "C", "H", "H", "C", "C", "H", "H", "H", "C", "C", "H", "C", "H", "C", "H"],
  "coordinates": [[-3.49, 0.74, -4.38], [-1.10, -0.80, -5.28], [-0.02, 0.64, 2.72], [4.80, 1.15, -2.98], [5.92, 1.74, -1.22], [-3.32, 2.04, 2.20], [1.05, -0.06, -4.44], [0.33, 3.99, -4.59], [-4.98, 0.16, -1.68], [-0.66, -3.95, 2.97], [-3.57, -6.13, -2.50], [1.39, -5.88, -0.19], [-1.62, -0.81, 5.91], [3.33, 0.21, 2.01], [4.15, 3.53, -3.63], [-2.48, 3.26, 1.07], [6.12, -0.68, 1.95], [-4.24, -2.47, -1.53], [0.39, 2.39, 3.90], [-6.06, -3.84, -2.42], [-4.90, 0.02, -0.60], [-2.74, 1.14, 2.36], [0.85, -1.41, -6.08], [-1.45, -2.99, -0.93], [5.55, 1.65, 2.72], [0.90, -2.94, 1.88], [3.31, 1.01, 4.01], [-2.38, 5.05, -3.13], [3.72, 4.83, 2.71], [-3.94, 1.69, -4.11], [-0.71, 4.95, 1.38], [2.26, -4.42, -1.89], [-1.46, -1.81, -5.48], [2.42, -5.51, -1.06], [3.98, -0.40, 1.39], [-5.32, 3.20, -1.83], [-1.96, -0.73, -2.97], [-1.83, -0.11, -5.72], [-4.63, -2.33, 4.49], [0.34, -0.53, -5.71], [3.75, 6.61, 1.51], [2.63, -2.28, 0.81], [0.01, 3.34, 1.52], [6.10, 2.28, -3.28], [-3.48, -4.89, 2.61], [-2.54, -5.35, -1.99], [3.22, 3.51, 0.38], [-4.71, -4.18, 6.13], [-4.32, -3.32, 4.20], [-0.46, 5.66, -0.82], [-3.85, -3.59, 2.91], [5.40, 0.79, 3.38], [-0.65, 1.47, 5.94], [6.33, -0.34, 2.96], [3.64, 2.95, 3.71], [3.34, -6.08, -1.07], [5.30, 2.04, -2.59], [-3.11, 4.53, -3.75], [-3.31, 2.50, -4.47], [-1.75, -2.63, 0.81], [-3.38, -7.15, -2.78], [1.07, -3.70, -1.86], [2.22, 3.71, -2.24], [-5.65, -6.20, -3.04], [6.22, -1.20, 3.63], [0.70, 2.54, -3.64], [-6.04, 0.14, -1.95], [6.80, 1.10, -1.34], [2.91, 2.89, -2.06], [-2.91, 5.54, -2.31], [-0.10, 3.20, -3.97], [4.13, -3.96, 1.81], [-4.65, 4.42, 0.66], [7.37, -0.03, 2.99], [-0.28, -1.69, 1.22], [0.96, -2.85, -2.54], [3.37, 4.89, 0.32], [3.85, -0.62, 3.84], [2.16, 0.39, -4.39], [-0.96, 4.00, 2.84], [-3.32, 5.29, -0.13], [0.04, -4.05, -1.00], [-1.52, -2.17, 3.88], [3.09, -3.93, 2.09], [5.24, 1.20, -0.56], [0.73, 4.36, -0.77], [-4.84, -5.59, -2.65], [4.73, 4.06, -2.07], [3.06, -4.12, -2.56], [6.24, 2.65, -0.72], [2.52, 2.00, -2.56], [-3.12, -5.15, 1.62], [2.91, 2.60, -0.63], [3.93, 0.37, 3.39], [-3.98, -5.61, 4.84], [-1.93, 2.00, -1.12], [0.16, -0.19, -3.35], [-1.17, -0.40, 5.02], [-3.49, 2.50, 3.18], [-3.53, 5.39, 1.62], [0.42, 1.05, 1.82], [3.63, 5.54, 1.50], [-5.08, -4.27, -2.30], [2.42, -0.18, -1.04], [0.79, 5.57, -2.06], [-5.78, 3.06, -0.85], [-4.48, -0.66, -2.18], [-3.60, 4.72, 0.76], [4.30, 3.21, -2.60], [0.40, -3.91, 2.76], [-1.04, -0.57, -3.80], [-4.22, 1.76, -2.26], [-0.47, -0.55, -1.28], [3.57, 3.46, 2.77], [-4.05, -3.49, -1.80], [3.09, 1.45, 1.24], [-1.93, 5.84, -3.74], [-0.53, -0.66, 2.71], [-3.64, -2.05, 1.48], [2.80, 1.37, -0.08], [-4.82, 4.16, -1.85], [0.22, -5.16, -0.16], [2.24, -2.98, 1.54], [2.38, -0.32, 2.07], [0.43, 0.25, -6.47], [-3.27, -6.88, 3.39], [-4.36, -4.37, 5.12], [3.32, 2.79, 1.57], [-4.29, 1.75, 1.79], [1.24, -4.85, 3.32], [-1.01, 3.95, -2.52], [3.91, 5.37, 3.63], [-2.77, -4.03, -1.62], [5.68, 1.14, 4.38], [-6.14, 3.23, -2.56], [0.12, 4.97, -1.44], [-0.56, -5.41, 0.55], [-0.78, 2.62, -4.60], [-1.11, -1.17, 3.87], [2.59, -4.86, 3.00], [3.25, -5.60, 3.43], [1.52, -6.73, 0.47], [0.84, -5.59, 4.01], [-0.05, 1.40, 3.89], [-0.88, 3.94, 1.76], [-4.91, 1.77, -4.62], [-0.62, 0.88, 5.04], [3.29, 5.42, -0.62], [-3.56, -5.85, 3.60], [-1.55, -5.78, -1.90]],
  "mulliken_charge": [-0.1618, -0.6726, 0.3575, 0.1702, -0.8622, -0.5441, -0.3131, 0.6182, -0.3671, 0.0698, -0.7888, -0.8652, 0.5078, 0.6273, 0.5795, 0.6313, 0.2932, 0.0221, 0.7318, 0.4762, 0.1181, -0.0900, 0.3194, 1.8558, 0.1867, 1.2292, 0.2872, -0.9451, -1.0538, -0.7772, 0.5069, -0.8106, 0.3805, -0.8406, 0.6360, -1.2418, -0.1940, 0.3246, 0.3690, -0.7563, 0.4899, 0.1747, -0.5066, 0.4935, -0.0369, -0.6216, 0.3205, 0.3630, -0.4129, 0.5945, 0.2207, -0.2698, 0.3951, -1.4566, 0.4432, 0.3917, -0.6038, 0.2383, 0.1944, -0.3440, 0.4582, -0.8879, -0.3966, 0.4042, 0.3769, -0.7283, 0.5787, 0.4567, 0.6651, 0.2507, -0.0351, 0.6232, 0.3135, 0.4111, 0.3690, 0.4778, -0.5884, 0.6201, -0.5892, 0.5242, 0.2167, -0.1529, 0.2510, -1.2090, 0.0063, -0.3514, -0.6402, 0.2433, 0.4899, 0.2956, -0.9639, 0.3477, 1.2542, -1.6617, -0.6265, -0.8250, 1.5852, -0.8913, 0.4272, 0.4426, -0.2743, -1.1584, -0.7542, -0.4710, 0.6115, 0.3290, -0.3982, -1.1551, -0.8116, -0.4462, 0.1871, 0.9463, -1.0871, -0.4535, -0.1256, 1.2620, 0.4111, 1.3354, 0.1641, 0.0006, 0.3007, 0.3329, 0.1762, -1.2057, 0.3287, 0.3892, -0.3795, 0.1348, 0.3509, -0.6555, 0.4785, 0.4962, 1.1277, 0.4313, 0.4736, -0.5668, 0.4269, 0.2226, -0.4801, -1.0015, 0.3950, 0.4965, 0.4686, -0.7403, -0.3461, 0.6017, -1.4002, 0.5090, -0.4657, 0.3658]
}

***

Entry 2:
{
  "formula": "C58H95BN9O10",
  "method": "the ωB97M-V functional and the def2-TZVPD basis",
  "charge": 1,
  "energy_ev": -96239.05060,
  "elements": ["H", "H", "C", "C", "H", "O", "H", "H", "H", "C", "H", "H", "H", "H", "C", "H", "H", "H", "C", "N", "C", "C", "H", "C", "C", "C", "C", "H", "C", "C", "N", "C", "N", "C", "H", "C", "H", "H", "H", "H", "H", "H", "H", "C", "C", "C", "H", "H", "C", "O", "H", "H", "C", "C", "H", "B", "H", "H", "C", "H", "H", "H", "H", "H", "H", "C", "C", "H", "H", "O", "H", "H", "H", "H", "H", "C", "C", "O", "H", "C", "C", "H", "H", "H", "H", "H", "N", "H", "H", "N", "C", "H", "O", "H", "C", "C", "H", "H", "C", "H", "N", "C", "C", "H", "C", "C", "H", "H", "H", "H", "H", "H", "H", "C", "C", "H", "C", "O", "H", "O", "H", "N", "C", "H", "C", "C", "H", "H", "H", "H", "H", "N", "N", "C", "H", "H", "C", "H", "C", "H", "C", "H", "H", "H", "H", "O", "C", "C", "C", "O", "O", "H", "H", "H", "C", "H", "H", "C", "H", "H", "H", "C", "C", "H", "C", "C", "C", "H", "H", "H", "H", "C", "H"],
  "coordinates": [[8.06, 3.06, -12.87], [4.02, 2.49, -16.36], [8.57, -7.92, -3.92], [0.47, -1.92, -15.94], [14.77, -6.71, -6.00], [5.29, -2.29, -10.85], [10.69, -12.66, -4.86], [11.90, -12.45, -2.60], [7.36, -7.60, -19.54], [4.96, 2.44, -16.89], [7.56, -6.56, -15.69], [0.67, -2.62, -16.73], [7.15, 2.94, -19.19], [-2.48, -4.65, -11.25], [2.88, -2.79, 0.18], [-3.04, -1.40, -5.19], [13.01, -11.28, -3.44], [5.69, -10.19, -12.52], [1.71, 2.69, -10.97], [12.87, -4.81, -14.69], [-0.26, 3.61, -11.67], [7.15, -6.35, -16.67], [4.09, -7.81, -15.89], [-2.29, 0.49, -5.72], [-2.68, -5.33, -12.08], [8.21, -6.78, -17.68], [11.89, -6.85, -5.51], [7.06, -5.27, -16.79], [8.38, -8.13, -5.48], [7.72, 2.45, -9.70], [2.43, -3.09, -1.09], [14.23, -4.33, -16.39], [0.55, -0.71, -14.05], [11.49, -9.21, -4.83], [-2.43, 1.33, -6.40], [6.79, -3.89, -10.22], [6.82, -8.94, -16.76], [2.20, -5.51, -19.29], [8.47, -8.65, -18.60], [-2.56, -7.47, -12.28], [-3.77, -5.39, -12.11], [8.58, -8.87, -3.38], [10.09, -8.22, -6.95], [6.55, 2.67, -18.34], [13.05, -6.59, -4.51], [2.77, -3.26, -8.60], [3.64, -2.04, 0.32], [1.17, -5.43, 0.77], [2.33, -9.99, -5.72], [-2.15, -4.95, -13.33], [6.15, -9.06, -14.87], [8.15, -9.18, -5.64], [5.87, -8.08, -14.49], [2.41, -3.68, 1.11], [2.40, -6.83, -20.45], [4.82, -2.95, -9.61], [3.60, -5.65, -20.42], [12.34, -7.23, -6.43], [1.67, -4.17, -0.97], [-1.26, 0.23, -5.46], [2.61, -7.79, -5.42], [4.96, -9.15, -11.32], [4.80, -7.32, -12.75], [9.75, -10.55, -5.27], [14.03, -6.39, -15.39], [2.11, -8.66, -5.82], [3.75, -7.03, -18.75], [10.55, -7.67, -2.91], [5.75, -9.07, -18.16], [4.70, -1.99, -8.52], [1.15, -11.68, -6.58], [12.04, -11.91, -5.61], [1.05, -4.56, -1.76], [13.04, -12.93, -3.86], [4.06, -7.92, -19.29], [11.41, -11.85, -4.73], [-0.55, -1.04, -15.95], [3.39, -1.74, -6.67], [-1.50, 2.39, -10.28], [9.97, -7.32, -3.77], [4.99, -8.25, -13.30], [12.29, -9.15, -4.11], [2.78, 2.63, -10.91], [6.48, -8.72, -11.99], [9.66, -6.62, -6.35], [7.78, -7.32, -3.47], [1.14, 3.62, -11.74], [3.98, -8.46, -13.65], [3.01, -7.27, -17.99], [5.88, -7.11, -17.00], [5.09, -7.41, -15.67], [9.80, -6.25, -3.69], [7.80, -4.53, -10.27], [8.64, -5.93, -18.20], [9.73, -7.67, -6.08], [1.19, -1.70, -14.82], [2.10, -2.24, -14.60], [12.03, -9.36, -5.77], [2.93, -6.19, -19.75], [14.95, -4.44, -17.19], [10.79, -7.80, -4.99], [13.84, -5.33, -15.47], [0.41, -9.65, -6.98], [10.32, -10.59, -3.55], [-2.11, -6.73, -11.63], [5.52, -9.15, -12.26], [9.04, -7.09, -17.05], [0.76, -0.41, -13.11], [0.67, 1.30, -9.66], [-2.57, -6.89, -10.65], [-1.03, -6.84, -11.54], [0.59, -7.50, -6.69], [-4.21, -0.30, -5.68], [3.64, -2.25, -7.78], [1.30, -10.62, -6.42], [-2.21, -1.69, -7.20], [14.33, -6.04, -5.25], [6.75, -2.88, -12.43], [3.14, -10.50, -5.21], [5.90, -3.85, -9.29], [7.60, 4.52, -8.96], [5.85, 1.45, -16.70], [6.27, -2.98, -11.35], [-2.57, 0.96, -4.78], [7.66, -7.93, -18.55], [12.64, -3.50, -15.04], [8.08, 1.11, -11.33], [11.39, -5.95, -5.87], [-2.14, -3.99, -13.37], [4.90, -6.40, -15.32], [12.78, -5.90, -3.71], [0.96, -8.43, -6.58], [8.08, 2.06, -11.00], [-0.56, 2.78, -10.64], [14.12, -5.20, -5.91], [-1.32, -0.94, -16.69], [6.74, 1.48, -17.70], [13.40, -7.51, -4.04], [4.93, -6.31, -18.06], [1.62, 4.20, -12.41], [10.61, -10.54, -4.60], [7.54, 0.79, -17.92], [5.67, 0.86, -15.89], [13.45, -2.29, -16.62], [4.87, 3.99, -18.46], [-3.04, -1.22, -7.32], [0.65, 2.17, -10.30], [1.66, -4.58, 0.31], [13.54, -3.18, -16.02], [1.59, -3.57, -8.20], [3.50, -3.64, -9.65], [11.79, -3.02, -14.59], [-0.38, -9.69, -7.71], [2.67, -2.63, -1.96], [8.13, 3.11, -11.79], [2.65, -3.75, 2.16], [-0.81, 4.28, -12.31], [12.35, -12.14, -3.55], [12.41, -5.33, -13.96], [7.70, -7.49, -6.05], [5.64, -6.09, -18.86], [-0.54, -0.31, -14.81], [5.37, 3.19, -17.94], [7.48, 1.72, -8.94], [8.27, 4.21, -11.02], [6.45, -8.42, -17.65], [7.87, 3.82, -9.73], [-1.10, 0.48, -14.33], [8.39, 5.23, -11.35], [4.63, -5.41, -17.52], [15.03, -5.76, -4.46], [-3.23, -0.68, -5.99], [6.69, -7.52, -14.04]],
  "mulliken_charge": [0.4101, 0.3918, -0.5899, 0.0143, 0.3764, -0.4514, 0.3617, 0.3208, 0.3124, -0.6086, 0.0940, 0.4720, 0.3594, 0.2612, -0.4684, 0.2462, 0.2983, 0.3525, -0.6801, 0.0016, -0.4948, -0.3828, 0.5064, -0.9465, -0.1937, -0.6194, -0.8610, 0.2386, -0.7140, -0.5761, 0.0220, -0.3454, 0.0251, -0.7930, 0.2692, 0.6327, 0.3970, 0.3098, 0.3930, 0.2807, 0.2506, 0.2099, 0.4595, -0.3965, -0.0695, 0.5890, 0.3511, 0.3693, -0.4532, -0.5047, 0.2781, 0.2763, -0.2140, -0.3395, 0.3783, 1.0927, 0.3796, 0.3836, -0.6020, 0.3117, 0.3918, 0.4070, 0.2714, 0.0706, 0.3537, -0.4600, -0.1453, 0.4276, 0.4201, -0.4556, 0.3677, 0.3658, 0.3637, 0.3835, 0.2397, -0.7165, -0.6969, -0.6442, 0.4028, -0.7003, -0.5993, 0.3683, 0.4947, 0.3395, 0.6422, 0.4269, 0.0187, 0.4432, 0.1936, 0.4879, -0.8944, 0.4140, -0.6904, 0.3803, -0.8909, -0.9103, 0.4347, 0.3210, -1.3528, 0.3863, 0.4233, -0.4472, -0.4933, 0.2622, -0.9957, -1.4340, 0.3846, 0.1976, 0.4617, 0.3117, 0.2939, 0.2113, 0.3297, 0.5869, -0.3238, 0.2885, -1.4309, -0.6646, 0.3826, -0.5604, 0.3636, 0.0177, 0.6069, 0.3429, -0.7163, -0.3601, 0.1874, 0.5284, 0.2931, 0.4286, 0.3727, 0.0078, 0.0110, -0.4757, 0.3792, 0.3765, -0.4101, 0.1540, -0.7008, 0.1994, -0.1099, 0.3637, 0.1960, 0.3538, 0.3642, -0.4821, -0.3050, -0.2735, -0.5587, -0.6779, -0.3796, 0.4222, 0.3720, 0.2032, -0.3512, 0.3749, 0.3813, -1.1835, 0.1968, 0.4495, 0.4067, -0.3589, -0.2766, 0.4226, -0.5251, -0.6727, -0.3025, 0.4497, 0.3648, 0.3960, 0.3826, -0.3580, 0.2929]
}